The following is a quantum chemistry calculation of C33H24N4O8Pd as an isolated structure in a non-equilibrium geometry, from OMol25.

Properties
Energy relative to the best compared isomer or geometry (same formula, charge and spin) ... 0.000 eV
Molecular weight ... 711.0 g mol⁻¹
LUMO level (alpha / beta) ... -4.050 / -4.487 eV
Total charge ... +1
<S²> ... 0.7692
Spin multiplicity ... 2

Positions of all 70 atoms, in Å:
Pd: -0.8368 0.1101 0.8222
C: -1.0704 -3.2779 3.6553
O: -1.6990 -2.0783 4.2519
C: -1.3979 -1.1041 3.4201
N: -0.6077 -1.3129 2.4596
C: -0.1587 -2.7226 2.5346
C: -0.2663 -3.4611 1.2302
C: -1.4036 -3.3342 0.4434
C: -1.5072 -4.0245 -0.7526
C: -0.4629 -4.8347 -1.1816
C: 0.6808 -4.9587 -0.4029
C: 0.7751 -4.2768 0.8043
C: -1.9157 0.2686 3.5715
C: -2.4437 0.8155 4.7214
C: -2.7789 2.1633 4.7081
C: -2.5975 2.9027 3.5500
C: -2.0843 2.2609 2.4409
N: -1.7409 0.9788 2.4590
C: -1.8732 2.8644 1.1157
N: -1.5458 2.1151 0.1583
C: -1.5042 2.9324 -1.0677
C: -1.5967 4.3618 -0.4882
O: -2.0441 4.1595 0.9077
C: -0.3004 2.6791 -1.9382
C: -0.4048 2.8907 -3.3117
C: 0.6934 2.6830 -4.1381
C: 1.8996 2.2591 -3.5934
C: 2.0046 2.0462 -2.2250
C: 0.9114 2.2588 -1.3963
H: -0.5348 -3.8034 4.4378
H: -1.8682 -3.9057 3.2689
H: 0.8827 -2.6989 2.8536
H: -2.2347 -2.7245 0.7743
H: -2.4030 -3.9278 -1.3538
H: -0.5455 -5.3773 -2.1150
H: 1.5012 -5.5831 -0.7354
H: 1.6673 -4.3730 1.4155
H: -2.5723 0.2002 5.6017
H: -3.1764 2.6336 5.5976
H: -2.8454 3.9539 3.4933
H: -2.4061 2.6894 -1.6344
H: -0.6282 4.8539 -0.4557
H: -2.3182 4.9959 -0.9908
H: -1.3525 3.2091 -3.7394
H: 0.6013 2.8427 -5.2054
H: 2.7546 2.0904 -4.2367
H: 2.9447 1.7079 -1.8035
H: 1.0111 2.1022 -0.3289
O: -0.7497 -0.3939 -5.4593
C: -0.9514 -0.3566 -4.2838
C: -2.2769 0.0534 -3.5790
O: -3.2418 0.5344 -4.0873
C: -2.0653 -0.2005 -2.0878
C: -0.6747 -0.5882 -1.8876
O: -0.1144 -0.7778 -0.7722
C: 0.0503 -0.7048 -3.1933
O: 1.2130 -0.9736 -3.3535
O: -2.8924 -0.0851 -1.1932
O: 1.6541 0.2981 1.2413
N: 2.8320 0.1045 0.7226
C: 3.8969 0.7651 1.2329
C: 5.1522 0.6126 0.6926
C: 5.3399 -0.2363 -0.3911
C: 4.2422 -0.9208 -0.8829
C: 2.9976 -0.7470 -0.3084
H: 3.6682 1.3990 2.0742
H: 5.9759 1.1648 1.1239
H: 6.3175 -0.3577 -0.8374
H: 4.3247 -1.5959 -1.7234
H: 2.1000 -1.2434 -0.6494